1.
Here is a structure of composition C16H19Cl3CoN4O5 in a non-equilibrium geometry from the Open Molecules 2025 dataset. Energies are from ωB97M-V with the def2-TZVPD basis set.

Geometry as XYZ:
```
48
Properties=species:S:1:pos:R:3
Co 0.440 0.725 -0.330
Cl 2.899 7.218 0.806
C 2.632 5.542 0.403
C 1.539 4.878 0.948
C 1.326 3.544 0.609
Cl -1.099 1.309 1.932
C 2.234 2.861 -0.242
O 2.024 1.584 -0.541
C 3.304 3.575 -0.758
Cl 4.408 2.780 -1.850
C 3.519 4.912 -0.445
H 0.845 5.377 1.608
H 4.361 5.442 -0.867
C -0.424 -2.814 1.697
C -0.255 -1.392 2.206
N -0.256 -0.382 1.425
C -1.263 1.221 3.769
C -1.016 -0.051 4.148
N -0.668 -1.238 3.510
C -1.066 -0.258 5.650
O -1.488 0.778 6.360
O -0.748 -1.309 6.136
C -2.447 1.415 1.262
O -3.324 1.404 0.505
O 0.355 2.834 1.115
H 0.462 -3.159 1.166
H -1.270 -2.808 1.015
H -0.631 -3.510 2.509
H -0.488 -1.980 4.179
H -1.692 1.505 5.737
C -2.312 -2.852 -3.195
C -0.883 -2.348 -3.025
C -0.274 -2.037 -4.389
C -0.047 -3.398 -2.287
N -1.004 -1.092 -2.258
N 0.220 -0.389 -2.047
H -2.324 -3.758 -3.801
H -2.926 -2.094 -3.680
H -2.761 -3.090 -2.227
H -0.354 -2.911 -5.035
H 0.785 -1.780 -4.322
H -0.805 -1.210 -4.863
H 0.064 -4.295 -2.896
H -0.529 -3.684 -1.350
H 0.962 -3.045 -2.058
H -1.410 -1.270 -1.346
H 0.354 0.259 -2.819
H 1.033 -1.007 -2.064
```

## Properties
Lowest unoccupied orbital energy (alpha / beta) in eV: -1.53 / -1.54
Kohn-Sham gap (alpha / beta) in eV: 5.3 / 5.3
Energy above the lowest of the compared OMol25 structures with the same formula, charge and spin in kJ/mol: 1385.3
2S+1: 4
Charge: 0
Expectation value of S²: 3.760



2.
Here is a structure of composition C7H18AlO3 from the Open Molecules 2025 dataset. Energies are from ωB97M-V with the def2-TZVPD basis set.

Geometry as XYZ:
```
29
Properties=species:S:1:pos:R:3
C -1.626 4.832 -0.727
C -0.985 3.453 -0.581
C 0.455 3.496 -0.071
C 0.852 2.259 0.705
O 0.758 1.125 -0.103
Al 1.097 -0.395 0.811
O 1.013 -1.807 -0.282
C -0.020 -2.733 -0.133
C 0.512 -4.162 -0.131
C -0.423 -5.149 -0.794
O 0.731 -4.643 1.201
H -1.296 5.331 -1.636
H -1.374 5.479 0.112
H -2.713 4.771 -0.770
H -0.975 2.992 -1.566
H -1.580 2.829 0.080
H 0.577 4.363 0.588
H 1.144 3.638 -0.904
H 0.194 2.178 1.583
H 1.871 2.398 1.094
H -0.035 -0.517 1.976
H 2.560 -0.237 1.489
H -0.753 -2.629 -0.942
H -0.564 -2.590 0.808
H 1.468 -4.160 -0.657
H -0.538 -4.917 -1.849
H -1.398 -5.131 -0.308
H -0.030 -6.160 -0.702
H 1.078 -3.912 1.712
```

## Properties
Lowest unoccupied orbital energy in eV: 3.52
Kohn-Sham gap in eV: 8.3
Energy above the lowest of the compared OMol25 structures with the same formula, charge and spin in kJ/mol: 0.0
Charge: -1



3.
Here is a structure of composition C8H16LiO6P in a non-equilibrium geometry from the Open Molecules 2025 dataset. Energies are from ωB97M-V with the def2-TZVPD basis set.

Geometry as XYZ:
```
32
Properties=species:S:1:pos:R:3
Li 0.853 1.835 0.303
P 2.057 2.989 -1.311
O 3.311 3.854 -1.511
O 1.239 2.874 -2.619
O 1.193 3.604 -0.105
O 2.350 1.535 -0.751
C 1.824 -2.223 1.284
C 0.622 -2.304 2.233
C 0.385 -0.831 2.524
O 0.677 -0.161 1.298
C 1.412 -1.022 0.417
H 1.943 -3.118 0.671
H 2.761 -2.000 1.797
H 0.780 -2.922 3.119
H -0.216 -2.716 1.664
H 1.069 -0.427 3.280
H -0.633 -0.593 2.846
H 2.238 -0.454 -0.022
H 0.760 -1.314 -0.416
C -2.280 -0.733 -0.826
C -1.839 -0.099 -2.141
C -1.079 1.195 -1.687
O -1.285 1.279 -0.267
C -2.368 0.488 0.095
H -1.566 -1.453 -0.422
H -3.249 -1.244 -0.897
H -2.671 0.173 -2.793
H -1.165 -0.724 -2.727
H -1.493 2.074 -2.179
H -0.009 1.149 -1.893
H -3.303 1.036 -0.122
H -2.319 0.254 1.158
```

## Properties
Lowest unoccupied orbital energy in eV: 4.58
Kohn-Sham gap in eV: 3.0
Energy above the lowest of the compared OMol25 structures with the same formula, charge and spin in kJ/mol: 29.1
Charge: -2



4.
Here is a cluster of 8 separate species, C16H48O13 in total in a non-equilibrium geometry from the Open Molecules 2025 dataset. Energies are from ωB97M-V with the def2-TZVPD basis set.

Geometry as XYZ:
```
77
Properties=species:S:1:pos:R:3
C -0.049 2.567 -3.983
C 0.429 1.648 -5.011
O 1.622 2.182 -5.492
H -1.043 2.244 -3.676
H -0.357 3.569 -4.283
H 0.618 2.532 -3.122
H -0.234 1.584 -5.874
H 0.641 0.634 -4.670
H 2.349 1.757 -5.030
C -2.269 -3.410 5.636
C -1.048 -3.790 4.890
O -1.116 -3.300 3.550
H -2.318 -2.326 5.732
H -2.419 -3.899 6.598
H -3.128 -3.575 4.985
H -0.863 -4.861 4.803
H -0.245 -3.393 5.511
H -0.472 -3.890 3.153
C -3.334 1.043 -0.366
C -4.836 1.009 -0.265
O -5.238 1.315 1.097
H -3.050 2.078 -0.178
H -3.012 0.593 -1.306
H -2.821 0.384 0.333
H -5.184 0.005 -0.507
H -5.181 1.752 -0.983
H -6.142 1.091 1.332
C -0.183 0.257 -1.156
C -0.485 -1.191 -0.714
O -0.625 -1.332 0.674
O 1.148 0.514 -1.162
H -0.686 1.032 -0.577
H -0.610 0.453 -2.139
H 0.246 -1.932 -1.038
H -1.419 -1.533 -1.159
H -0.933 -2.240 0.713
H 1.347 0.762 -0.257
C 4.344 1.309 -1.783
C 5.605 1.274 -2.632
O 6.781 1.613 -1.947
O 3.304 0.989 -2.619
H 4.155 2.248 -1.263
H 4.414 0.469 -1.092
H 5.426 1.795 -3.572
H 5.656 0.207 -2.847
H 7.384 1.699 -2.689
H 2.460 0.919 -2.168
C 1.311 -1.972 -3.881
C 2.650 -2.384 -3.283
O 3.691 -1.515 -3.545
O 0.314 -2.985 -3.854
H 1.144 -1.549 -4.871
H 0.963 -1.112 -3.308
H 2.944 -3.338 -3.723
H 2.497 -2.427 -2.204
H 3.565 -0.624 -3.209
H 0.517 -3.581 -3.130
C 1.382 1.075 2.800
C 1.028 2.488 2.401
O 1.524 2.812 1.066
O 1.016 0.679 4.095
H 2.460 0.931 2.870
H 1.017 0.322 2.101
H 1.419 3.130 3.191
H -0.040 2.701 2.450
H 1.325 3.744 0.946
H 0.201 0.178 4.019
C -2.368 0.030 3.194
C -3.559 0.277 4.129
O -4.575 1.032 3.557
O -1.192 -0.561 3.837
H -2.147 0.987 2.721
H -2.652 -0.661 2.401
H -3.123 0.674 5.046
H -4.096 -0.636 4.385
H -4.607 0.947 2.601
H -1.236 -1.516 3.748
```

## Properties
Lowest unoccupied orbital energy (alpha / beta) in eV: -3.04 / -9.59
Kohn-Sham gap (alpha / beta) in eV: 8.3 / 1.8
2S+1: 2
Charge: +1
Expectation value of S²: 0.757



5.
Here is a cluster of 2 separate species, C3H4IN4 in total in a non-equilibrium geometry from the Open Molecules 2025 dataset. Energies are from ωB97M-V with the def2-TZVPD basis set.

Geometry as XYZ:
```
12
Properties=species:S:1:pos:R:3
C 0.188 -1.219 0.127
C -0.370 1.757 -0.647
C 0.006 1.038 0.693
N 0.590 -3.231 0.333
N 0.512 -2.138 1.078
N 0.031 -1.641 -1.114
N 0.238 -2.968 -0.914
I -1.185 1.230 2.431
H -0.886 2.718 -0.486
H -0.894 1.229 -1.439
H 0.634 2.050 -0.999
H 1.135 1.175 0.936
```

## Properties
Lowest unoccupied orbital energy (alpha / beta) in eV: 2.76 / 1.72
Kohn-Sham gap (alpha / beta) in eV: 5.5 / 6.3
Energy above the lowest of the compared OMol25 structures with the same formula, charge and spin in kJ/mol: 142.5
2S+1: 3
Charge: -1
Expectation value of S²: 2.013



How do the records compare in E_tot? In the order shown, they have -3979.28345; -745.77897; -1114.83681; -1615.97949; -633.23786 Ha.